[1]
The following is a quantum chemistry calculation of a 2-piece molecular cluster, C4H7NO3 overall in a non-equilibrium geometry, from OMol25.

Element x y z (Å)
N 1.49 0.03 -2.29
C 0.66 0.96 -1.80
O 0.01 1.75 -2.42
O 0.67 0.88 -0.41
C -0.16 1.70 0.28
O -0.19 1.70 1.47
H 1.61 -0.04 -3.29
H 2.00 -0.57 -1.67
H -0.77 2.34 -0.37
C -0.38 -1.63 1.37
C -1.39 -1.29 2.14
H 0.64 -1.61 1.72
H -0.53 -1.96 0.35
H -2.41 -1.31 1.79
H -1.24 -0.96 3.15

net charge = 0
gap between HOMO and LUMO = 10.654 eV
SMILES string = NC(=O)OC=O.C=C
electronic energy = -11893.77523 eV

Atom charges from the Löwdin analysis, given in e for atoms 1 to 5: atom 1 (N): 0.20, atom 2 (C): -0.60, atom 3 (O): 0.11, atom 4 (O): 0.07, atom 5 (C): -0.31

=====

[2]
The following is a quantum chemistry calculation of C49H51HgIN3O2 as an isolated structure, from OMol25.

Element x y z (Å)
Hg 1.12 1.05 -1.79
C -1.26 3.48 -0.50
C -2.56 3.17 0.23
C -2.31 2.92 1.72
C -3.36 2.05 -0.41
C -4.68 2.30 -0.74
C -5.50 1.33 -1.31
C -4.96 0.09 -1.59
C -3.63 -0.20 -1.31
C -3.07 -1.54 -1.77
C -3.52 -2.71 -0.88
C -3.45 -1.84 -3.22
C -2.82 0.77 -0.67
N -1.48 0.49 -0.42
C -1.13 -0.35 0.51
C 0.18 -0.97 0.59
N 1.16 -0.79 -0.28
C 2.27 -1.66 -0.20
C 3.46 -1.27 0.43
C 4.51 -2.18 0.49
C 4.41 -3.45 -0.07
C 3.25 -3.81 -0.73
C 2.18 -2.93 -0.81
C 0.94 -3.35 -1.59
C 1.30 -3.71 -3.03
C 0.20 -4.50 -0.91
C 3.62 0.08 1.10
C 3.52 -0.06 2.62
C 4.93 0.78 0.73
C 0.17 -1.86 1.77
C 1.07 -2.70 2.37
C 0.69 -3.40 3.54
C -0.55 -3.29 4.11
C -1.52 -2.43 3.51
C -2.85 -2.19 3.95
C -3.65 -1.32 3.26
C -3.21 -0.63 2.10
C -1.93 -0.86 1.65
C -1.11 -1.75 2.37
H -0.86 4.45 -0.16
H -1.40 3.52 -1.59
H -0.51 2.73 -0.28
H -3.21 4.05 0.16
H -1.71 2.02 1.86
H -3.25 2.82 2.27
H -1.74 3.75 2.15
H -5.08 3.29 -0.54
H -6.54 1.56 -1.54
H -5.58 -0.66 -2.07
H -1.99 -1.47 -1.72
H -4.62 -2.78 -0.89
H -3.20 -2.58 0.15
H -3.12 -3.65 -1.26
H -4.51 -2.10 -3.31
H -2.86 -2.67 -3.60
H -3.26 -0.97 -3.85
H 5.43 -1.89 0.99
H 5.24 -4.14 0.00
H 3.18 -4.78 -1.19
H 0.26 -2.49 -1.62
H 1.83 -4.67 -3.08
H 1.95 -2.95 -3.47
H 0.40 -3.79 -3.65
H 0.83 -5.40 -0.88
H -0.71 -4.75 -1.46
H -0.07 -4.25 0.11
H 2.79 0.71 0.78
H 4.30 -0.73 2.99
H 2.55 -0.46 2.92
H 3.64 0.91 3.09
H 5.77 0.35 1.28
H 4.86 1.84 0.99
H 5.13 0.70 -0.34
H 2.07 -2.85 1.97
H 1.42 -4.06 4.00
H -0.81 -3.84 5.01
H -3.22 -2.70 4.84
H -4.66 -1.15 3.60
H -3.88 0.04 1.58
C 3.42 4.88 -0.25
C 2.55 3.75 0.31
O 2.20 2.90 -0.52
C 2.23 3.77 1.72
C 2.82 4.75 2.55
C 2.57 4.84 3.90
C 1.67 3.91 4.48
C 1.07 2.95 3.73
C 1.31 2.80 2.30
O 0.75 1.89 1.67
H 3.49 4.74 -1.32
H 4.43 4.84 0.18
H 2.99 5.86 -0.02
H 3.50 5.47 2.11
H 3.04 5.61 4.50
H 1.47 3.97 5.55
H 0.39 2.23 4.17
I 3.61 0.46 -3.11
C -0.14 1.03 -3.56
C -0.05 -0.16 -4.29
C -0.70 -0.28 -5.51
C -1.44 0.79 -5.98
C -1.50 1.92 -5.19
N -0.87 2.06 -4.02
H 0.55 -0.98 -3.91
H -0.62 -1.20 -6.08
H -1.97 0.75 -6.92
H -2.07 2.79 -5.51

net charge = -2
multiplicity = 2
gap between HOMO and LUMO (alpha / beta) = 5.165 / 6.526 eV
electronic energy = -72485.11123 eV

Atom charges from the Löwdin analysis, given in e for atoms 1 to 5: atom 1 (Hg): 0.86, atom 2 (C): -0.07, atom 3 (C): -0.36, atom 4 (C): -0.06, atom 5 (C): -0.14

=====

[3]
The following is a quantum chemistry calculation of one molecule with the formula C5H8O in a non-equilibrium geometry, from OMol25.

Element x y z (Å)
C -1.81 -1.39 0.05
C -0.91 -0.61 0.63
C -0.55 0.73 0.14
C 0.78 0.62 -0.41
C 1.77 0.68 0.41
O 1.00 0.15 -1.61
H -2.32 -1.05 -0.84
H -1.98 -2.39 0.42
H -0.53 -0.98 1.58
H -1.19 1.03 -0.70
H -0.64 1.48 0.92
H 1.73 1.43 1.22
H 2.75 0.40 0.06
H 1.89 -0.10 -1.87

net charge = 0
gap between HOMO and LUMO = 9.598 eV
SMILES string = C=CCC(=C)O
electronic energy = -7359.97909 eV

Atom charges from the Löwdin analysis, given in e for atoms 1 to 5: atom 1 (C): 0.02, atom 2 (C): -0.18, atom 3 (C): -0.17, atom 4 (C): -0.52, atom 5 (C): 0.03

=====

[4]
The following is a quantum chemistry calculation of C27H37BrN3PS2Tc as an isolated structure in a non-equilibrium geometry, from OMol25.

Element x y z (Å)
Tc 1.74 -0.48 1.25
S 3.28 1.10 0.75
C 2.63 2.53 1.43
C 2.90 3.77 0.77
N 3.07 4.71 0.13
C 1.72 2.47 2.43
S 1.08 0.94 2.98
C 0.97 3.60 2.90
N 0.33 4.48 3.27
C -3.20 2.91 1.59
C -2.24 3.49 0.57
C -1.09 2.53 0.34
C -1.49 1.07 0.42
C -1.99 0.76 1.86
C -2.42 2.04 2.58
P -0.14 -0.04 -0.06
C 0.19 0.24 -1.86
C 1.20 1.37 -2.20
C 0.85 2.07 -3.51
C -0.50 2.80 -3.43
C -1.65 1.93 -2.91
C -1.20 0.48 -2.63
C -0.62 -1.82 0.12
C -0.31 -2.35 1.52
C -0.40 -3.88 1.57
C -1.53 -4.42 0.68
C -2.65 -3.39 0.47
C -2.06 -2.14 -0.23
H -3.94 2.26 1.09
H -3.80 3.70 2.05
H -1.76 4.36 0.98
H -2.69 3.66 -0.41
H -0.27 2.78 1.01
H -0.71 2.76 -0.63
H -2.27 0.80 -0.29
H -1.21 0.24 2.40
H -2.93 0.14 1.82
H -1.49 2.50 2.96
H -3.03 1.84 3.45
H 0.58 -0.66 -2.30
H 2.20 0.95 -2.21
H 1.21 2.14 -1.41
H 0.83 1.36 -4.38
H 1.65 2.79 -3.70
H -0.72 3.20 -4.43
H -0.35 3.65 -2.74
H -2.52 1.87 -3.57
H -2.07 2.36 -1.99
H -0.97 0.03 -3.63
H -1.99 -0.09 -2.15
H 0.11 -2.38 -0.53
H -0.98 -1.83 2.26
H 0.68 -2.10 1.98
H -0.59 -4.12 2.63
H 0.54 -4.37 1.35
H -1.93 -5.35 1.05
H -1.04 -4.65 -0.28
H -2.99 -3.13 1.48
H -3.43 -3.74 -0.20
H -2.70 -1.33 0.01
H -2.10 -2.28 -1.31
Br 5.86 -5.24 -1.03
C 4.66 -3.92 -0.49
C 3.75 -3.28 -1.37
C 2.97 -2.29 -0.85
N 3.01 -1.92 0.46
C 3.88 -2.50 1.33
C 4.73 -3.50 0.87
H 3.68 -3.59 -2.41
H 2.28 -1.75 -1.48
H 3.91 -2.15 2.36
H 5.48 -4.03 1.48

net charge = +2
multiplicity = 4
gap between HOMO and LUMO (alpha / beta) = 7.043 / 6.379 eV
electronic energy = -136253.11667 eV

Atom charges from the Löwdin analysis, given in e for atoms 1 to 5: atom 1 (Tc): 0.84, atom 2 (S): 0.77, atom 3 (C): -0.68, atom 4 (C): -0.23, atom 5 (N): 0.24

=====

[5]
The following is a quantum chemistry calculation of a 2-piece molecular cluster, C23H38N3 overall in a non-equilibrium geometry, from OMol25.

Element x y z (Å)
C -1.11 0.87 2.94
C 0.08 2.03 3.16
C 0.19 2.80 1.68
C -1.03 3.88 1.55
C -1.89 3.79 0.16
C -2.44 2.29 -0.23
C -3.98 2.08 0.28
C -4.29 0.59 0.88
C -3.88 -0.61 -0.16
C -2.37 -1.25 0.12
C -2.44 -2.82 -0.35
C -1.04 -3.37 -1.00
C 0.36 -3.41 -0.15
N 1.65 -3.95 -0.75
C 1.73 -4.51 -2.18
C 0.38 -4.50 -3.15
C 0.61 -5.09 -4.70
N 2.04 -4.75 -5.06
C 2.19 -4.31 -6.50
C -1.06 -3.92 -2.58
H -1.04 0.00 3.71
H -2.15 1.41 3.02
H -0.89 0.43 1.86
H -0.31 2.73 4.01
H 1.09 1.50 3.46
H 1.22 3.40 1.74
H 0.30 2.05 0.79
H -1.71 3.84 2.52
H -0.53 4.96 1.56
H -1.34 4.26 -0.76
H -2.87 4.46 0.32
H -2.45 2.24 -1.42
H -1.69 1.46 0.11
H -4.26 2.87 1.11
H -4.69 2.29 -0.64
H -5.47 0.51 1.04
H -3.77 0.42 1.92
H -4.63 -1.51 0.04
H -3.97 -0.30 -1.29
H -2.15 -1.26 1.29
H -1.51 -0.64 -0.45
H -3.33 -2.91 -1.12
H -2.69 -3.50 0.58
H 0.39 -3.03 0.96
H 2.53 -3.94 -0.17
H 2.78 -4.91 -2.53
H 0.37 -6.25 -4.76
H -0.16 -4.50 -5.38
H 2.72 -5.50 -4.80
H 2.35 -5.26 -7.17
H 1.27 -3.66 -6.89
H 3.16 -3.61 -6.55
H -2.03 -3.90 -3.26
N 3.19 3.17 2.73
C 3.55 4.48 2.70
C 4.84 4.92 2.94
C 5.82 3.98 3.23
C 5.48 2.63 3.26
C 4.16 2.28 3.00
H 2.74 5.17 2.48
H 5.07 5.98 2.91
H 6.84 4.29 3.42
H 6.22 1.87 3.48
H 3.85 1.24 3.01

net charge = +1
gap between HOMO and LUMO = 6.584 eV
electronic energy = -28918.48162 eV

Atom charges from the Löwdin analysis, given in e for atoms 1 to 5: atom 1 (C): -0.15, atom 2 (C): -0.23, atom 3 (C): -0.22, atom 4 (C): -0.21, atom 5 (C): -0.21

=====

[6]
The following is a quantum chemistry calculation of one molecule with the formula C3H3OP in a non-equilibrium geometry, from OMol25.

Element x y z (Å)
C -0.46 -0.38 2.21
C -0.08 -1.06 1.29
C 0.34 -0.44 -1.19
O 1.14 -3.05 -0.24
P 0.41 -1.78 -0.21
H -0.76 0.22 3.02
H -0.31 0.35 -0.90
H 0.60 -0.53 -2.23

net charge = 0
gap between HOMO and LUMO = 9.152 eV
electronic energy = -14492.83362 eV

Atom charges from the Löwdin analysis, given in e for atoms 1 to 5: atom 1 (C): 0.09, atom 2 (C): -0.26, atom 3 (C): -0.18, atom 4 (O): -0.34, atom 5 (P): 0.66

=====

[7]
The following is a quantum chemistry calculation of one molecule with the formula C7H7N3 in a non-equilibrium geometry, from OMol25.

Element x y z (Å)
C -0.92 0.65 2.01
C -0.70 -1.68 -1.91
C 0.17 -2.15 -0.95
C -0.79 -0.40 -0.15
C 1.59 1.62 0.36
C 0.29 1.91 0.25
C -1.09 0.80 0.60
N -0.60 0.29 3.08
N -1.25 -0.61 -1.39
N 0.19 -1.32 0.16
H -0.86 -1.96 -2.88
H 0.91 -2.93 -1.06
H 2.30 2.51 0.22
H 2.21 0.70 0.76
H -0.05 2.75 -0.32
H -1.86 1.42 0.14
H 0.45 -1.58 1.09

net charge = 0
multiplicity = 3
gap between HOMO and LUMO (alpha / beta) = 5.746 / 8.143 eV
electronic energy = -11836.17901 eV

Atom charges from the Löwdin analysis, given in e for atoms 1 to 5: atom 1 (C): -0.22, atom 2 (C): -0.10, atom 3 (C): -0.07, atom 4 (C): -0.36, atom 5 (C): -0.04

=====

[8]
The following is a quantum chemistry calculation of C15H23CaCl3NO2P as an isolated structure in a non-equilibrium geometry, from OMol25.

Element x y z (Å)
C 4.03 -2.68 -0.85
C 3.65 -1.69 -1.76
C 2.54 -0.85 -1.52
C 1.84 -1.02 -0.34
C 2.17 -2.01 0.57
C 3.30 -2.82 0.33
C 2.18 0.21 -2.53
C 0.80 0.11 -3.22
N -0.31 -0.41 -2.36
Ca 0.03 0.81 -0.19
C 1.29 -2.27 1.77
P -0.52 -1.81 1.36
H 4.20 -1.56 -2.70
H 3.55 -3.59 1.06
H 4.90 -3.31 -1.04
H 1.61 -1.68 2.64
H 1.32 -3.34 2.05
H 2.26 1.22 -2.11
H 2.91 0.16 -3.34
H 0.49 1.11 -3.56
C -1.31 -2.14 2.96
C -0.81 -3.50 0.59
H 0.87 -0.56 -4.09
C -0.39 -1.87 -2.47
C -1.61 0.18 -2.72
H -0.04 -0.45 1.67
H -0.64 -2.17 -3.49
H 0.57 -2.31 -2.20
H -1.16 -2.27 -1.79
H -1.92 -0.12 -3.73
H -2.39 -0.15 -2.01
H -1.54 1.27 -2.69
H -0.67 -4.23 1.39
H -1.84 -3.57 0.22
H -0.09 -3.70 -0.22
H -1.10 -3.17 3.24
H -0.93 -1.46 3.73
H -2.40 -2.00 2.84
H -1.43 -1.03 0.49
Cl 0.28 5.30 1.46
C 0.24 3.76 0.67
Cl 1.63 2.68 1.23
Cl -1.34 2.87 1.09
C 0.37 3.83 -0.92
O 0.63 4.90 -1.44
O 0.20 2.66 -1.47

net charge = 0
gap between HOMO and LUMO = 6.964 eV
electronic energy = -86807.08680 eV

Atom charges from the Löwdin analysis, given in e for atoms 1 to 5: atom 1 (C): -0.10, atom 2 (C): -0.06, atom 3 (C): -0.30, atom 4 (C): -0.17, atom 5 (C): -0.35